Density functional theory data (the ωB97M-V functional and the def2-TZVPD basis) for a molecular structure, C33H20Br2Cl5N2O2S3Y.

Geometry as XYZ:
```
68
Properties=species:S:1:pos:R:3
Y -0.215 1.298 -1.616
O 3.854 2.198 0.396
C 4.154 1.040 0.991
C 5.426 0.874 1.542
C 5.773 -0.314 2.166
C 4.869 -1.365 2.242
C 3.603 -1.199 1.689
C 3.226 -0.012 1.081
C 1.818 0.165 0.542
O 1.722 1.033 -0.494
N 1.001 0.705 1.669
N -0.199 1.170 1.337
C -1.026 1.473 2.264
C -2.313 2.104 1.994
Br -2.504 2.820 0.252
C -3.308 2.259 2.871
C -3.353 1.673 4.226
C -3.867 2.416 5.290
C -3.931 1.888 6.569
C -3.487 0.595 6.815
C -2.995 -0.166 5.762
C -2.937 0.364 4.481
H 2.979 2.046 -0.078
H 6.129 1.693 1.461
H 6.767 -0.424 2.586
H 5.147 -2.300 2.712
H 2.888 -2.016 1.716
H 1.427 -0.836 0.283
H 1.110 0.284 2.585
H -0.763 1.316 3.312
H -4.158 2.863 2.580
H -4.209 3.428 5.103
H -4.325 2.488 7.380
H -3.534 0.179 7.813
H -2.667 -1.183 5.934
H -2.592 -0.248 3.657
S -1.123 6.100 -2.510
C -0.744 4.479 -2.322
S 0.688 3.928 -1.517
S -1.793 3.208 -2.884
Br 1.840 1.595 -3.826
C 2.317 -0.219 -4.145
C 3.277 -0.453 -5.084
C 3.696 -1.780 -5.323
C 3.147 -2.803 -4.608
C 2.148 -2.561 -3.630
C 1.594 -3.628 -2.882
C 0.625 -3.370 -1.957
C 0.163 -2.048 -1.752
C 0.652 -0.946 -2.426
C 1.685 -1.236 -3.377
H 3.717 0.371 -5.630
H 4.457 -1.973 -6.069
H 3.470 -3.825 -4.777
H 1.948 -4.638 -3.062
H 0.193 -4.185 -1.384
H -0.639 -1.920 -1.027
Cl -2.921 -0.676 0.499
C -3.241 -0.785 -1.225
C -2.372 -0.150 -2.101
C -2.654 -0.388 -3.444
Cl -1.549 0.246 -4.633
C -3.738 -1.135 -3.897
Cl -4.029 -1.364 -5.591
C -4.602 -1.709 -2.971
Cl -5.979 -2.623 -3.497
C -4.344 -1.544 -1.616
Cl -5.401 -2.278 -0.449
```

Properties
Total charge ... -2
Multiplicity ... 1
Relative energy (zero: lowest compared OMol25 entry of this formula, charge and spin) ... 0.0 kJ/mol
HOMO level ... -1.78 eV

Density functional theory data (the ωB97M-V functional and the def2-TZVPD basis) for a molecular structure, C33H21Cl4N12O3SW.

Geometry as XYZ:
```
75
Properties=species:S:1:pos:R:3
W -0.919 -0.167 0.826
C 3.183 1.349 2.130
C 1.847 0.966 2.126
N 1.252 0.558 1.005
C 2.013 0.448 -0.094
C 3.350 0.818 -0.056
N 3.928 1.298 1.035
C 1.366 -0.153 -1.258
C 1.977 -0.283 -2.482
C 1.343 -0.975 -3.518
C 0.118 -1.570 -3.217
C -0.448 -1.406 -1.972
N 0.133 -0.649 -1.014
C -1.670 -2.089 -1.550
C -2.398 -2.968 -2.337
N -3.495 -3.566 -1.892
C -3.882 -3.289 -0.659
C -3.171 -2.407 0.154
N -2.062 -1.823 -0.295
C 1.955 -1.108 -4.843
C 3.334 -1.233 -4.982
C 3.856 -1.364 -6.261
N 3.103 -1.351 -7.356
C 1.786 -1.224 -7.219
C 1.162 -1.111 -5.985
H 3.652 1.694 3.043
H 1.277 0.984 3.036
H 3.981 0.712 -0.929
H 2.946 0.162 -2.662
H -0.364 -2.193 -3.957
H -2.099 -3.207 -3.349
H -4.780 -3.770 -0.291
H -3.505 -2.178 1.154
H 3.993 -1.289 -4.123
H 4.922 -1.486 -6.410
H 1.205 -1.211 -8.133
H 0.087 -0.981 -5.932
Cl 0.496 -5.414 4.904
C -0.294 -4.125 4.124
C -1.605 -3.768 4.501
Cl -2.406 -4.626 5.730
C -2.262 -2.709 3.868
Cl -3.860 -2.223 4.259
C -1.583 -2.036 2.873
O -2.081 -1.008 2.133
C -0.306 -2.384 2.504
O 0.178 -1.583 1.520
C 0.368 -3.428 3.111
Cl 1.960 -3.803 2.611
O -2.256 0.630 -0.707
N -2.745 0.803 0.476
C -3.890 1.294 0.777
C -4.793 1.752 -0.227
N -5.520 2.121 -1.036
C -4.193 1.374 2.182
N -4.354 1.463 3.313
C 2.031 3.819 -1.457
N 1.680 4.006 -0.048
C 2.334 4.888 0.788
C 1.669 4.900 1.965
N 0.622 4.021 1.823
C 0.621 3.478 0.591
S -0.603 2.446 -0.070
H 1.991 4.781 -1.965
H 1.312 3.144 -1.913
H 3.039 3.421 -1.535
H 3.200 5.443 0.471
H 1.846 5.463 2.865
H -0.135 3.898 2.474
C -1.719 1.822 5.002
C -1.269 1.385 3.697
N -0.904 1.039 2.664
H -0.869 1.979 5.667
H -2.373 1.055 5.423
H -2.299 2.741 4.910
```

Properties
Total charge ... +3
Multiplicity ... 1
Relative energy (zero: lowest compared OMol25 entry of this formula, charge and spin) ... 17.9 kJ/mol
HOMO level ... -15.88 eV

Density functional theory data (the ωB97M-V functional and the def2-TZVPD basis) for a molecular structure, C33H21Cl5InN9O4S3.

Geometry as XYZ:
```
76
Properties=species:S:1:pos:R:3
In -0.627 -0.380 0.144
Cl -4.303 -5.045 3.507
C -3.263 -4.359 2.300
C -3.436 -3.027 1.950
C -2.610 -2.434 1.008
N -2.641 -1.070 0.670
C -3.810 -0.407 0.629
O -4.933 -0.889 0.734
C -3.698 1.090 0.450
C -4.846 1.849 0.622
C -4.736 3.227 0.659
C -3.476 3.792 0.542
C -2.393 2.961 0.320
N -2.494 1.627 0.235
C -1.608 -3.189 0.378
C -1.449 -4.530 0.728
C -2.268 -5.106 1.691
Cl -1.988 -6.764 2.122
N -0.895 -2.467 -0.592
C -0.060 -3.044 -1.482
O 0.462 -4.154 -1.402
C 0.229 -2.239 -2.751
C 1.279 -2.669 -3.551
C 1.507 -2.039 -4.761
C 0.653 -1.020 -5.153
C -0.372 -0.660 -4.294
N -0.576 -1.229 -3.103
H -4.225 -2.451 2.413
H -5.784 1.327 0.756
H -5.612 3.849 0.801
H -3.325 4.863 0.625
H -1.407 3.379 0.227
H -0.701 -5.128 0.232
H 1.884 -3.496 -3.206
H 2.326 -2.350 -5.400
H 0.769 -0.518 -6.107
H -1.072 0.117 -4.583
N 1.642 -3.384 1.600
C 2.288 -2.546 0.742
N 1.755 -1.496 0.180
C 2.665 -0.854 -0.640
C 3.900 -1.395 -0.678
S 3.963 -2.771 0.353
C 2.195 0.274 -1.459
C 2.970 1.093 -2.197
S 2.001 2.179 -3.118
C 0.587 1.484 -2.429
N 0.824 0.530 -1.572
N -0.674 1.929 -2.737
H 0.636 -3.412 1.501
H 2.048 -4.295 1.724
H 4.758 -1.089 -1.260
H 4.048 1.111 -2.276
H -0.788 2.438 -3.594
H -1.423 1.288 -2.527
O 2.865 7.240 -0.260
C 3.358 6.405 0.687
O 4.283 6.767 1.355
C 2.701 5.070 0.839
C 1.707 4.583 0.002
C 1.129 3.341 0.219
C 1.521 2.537 1.286
S 0.893 0.951 1.713
C 2.545 3.029 2.118
C 3.113 4.267 1.900
H 2.108 6.842 -0.699
H 1.358 5.150 -0.860
H 0.345 3.012 -0.432
H 2.885 2.412 2.943
H 3.895 4.641 2.549
Cl 2.121 -2.383 5.060
C 0.386 -2.660 4.923
Cl -0.429 -2.117 6.387
Cl 0.046 -4.369 4.636
C -0.148 -1.893 3.783
N -0.578 -1.327 2.884
```

Properties
Total charge ... 0
Multiplicity ... 1
Relative energy (zero: lowest compared OMol25 entry of this formula, charge and spin) ... 150.3 kJ/mol
HOMO level ... -7.56 eV

Density functional theory data (the ωB97M-V functional and the def2-TZVPD basis) for a molecular structure, C33H23ClN8O3S3Tb.

Geometry as XYZ:
```
72
Properties=species:S:1:pos:R:3
Tb -0.041 0.315 -0.249
Cl 3.445 -6.348 0.638
C 2.655 -4.796 0.837
C 3.237 -3.828 1.659
C 2.629 -2.610 1.829
C 1.429 -2.279 1.156
O 0.893 -1.111 1.307
C 0.849 -3.287 0.352
C -0.456 -3.110 -0.244
N -1.061 -1.989 -0.396
C -2.436 -2.035 -0.722
C -2.978 -2.851 -1.668
C -4.377 -2.881 -1.877
C -5.205 -2.097 -1.134
C -4.662 -1.198 -0.181
C -5.465 -0.294 0.545
C -4.875 0.632 1.347
C -3.467 0.646 1.424
N -2.681 -0.208 0.820
C -3.272 -1.141 0.010
C 1.467 -4.536 0.206
H 4.173 -4.051 2.155
H 3.079 -1.846 2.452
H -0.988 -4.032 -0.496
H -2.324 -3.460 -2.281
H -4.781 -3.529 -2.644
H -6.276 -2.106 -1.293
H -6.541 -0.321 0.416
H -5.450 1.371 1.889
H -2.980 1.428 2.001
H 1.012 -5.285 -0.431
N 3.460 2.067 2.397
C 4.179 2.365 1.248
C 5.512 2.717 1.056
C 5.898 2.934 -0.251
C 4.992 2.799 -1.318
C 3.674 2.447 -1.115
C 3.268 2.241 0.203
N 2.015 1.876 0.711
C 2.193 1.770 1.996
C 1.158 1.353 2.946
C 1.303 1.223 4.289
S -0.127 0.590 4.960
C -0.820 0.531 3.407
N -0.066 0.973 2.448
H 3.839 1.921 3.314
H 6.208 2.804 1.880
H 6.926 3.201 -0.462
H 5.344 2.952 -2.330
H 2.978 2.275 -1.930
H 2.162 1.450 4.898
H -1.797 0.107 3.237
S 0.786 1.573 -2.940
C 0.677 -0.102 -3.418
C -0.158 -0.433 -4.551
N -0.815 -0.678 -5.465
C 1.333 -1.105 -2.769
S 2.367 -0.810 -1.400
C 1.100 -2.476 -3.156
N 0.927 -3.591 -3.396
N -0.660 2.900 0.001
C -1.931 3.511 -0.429
C -2.370 3.001 -1.796
C -2.771 1.539 -1.741
O -3.952 1.216 -1.821
O -1.791 0.721 -1.564
H -0.351 3.283 0.887
H 0.069 3.126 -0.675
H -1.851 4.604 -0.454
H -2.691 3.267 0.320
H -1.547 3.106 -2.508
H -3.223 3.589 -2.136
```

Properties
Total charge ... -1
Multiplicity ... 7
Expectation value of S² ... 12.68
HOMO level (spin up / spin down) ... -3.80 / -3.79 eV

Question: Which value of total charge does entry 3 give?
Answer: 0

Question: multiplicity of number 3 (C33H21Cl5InN9O4S3)?
Answer: 1

Question: Number 4 is which compound?
Answer: C33H23ClN8O3S3Tb